Density functional theory data (ωB97M-V/def2-TZVPD) for a 2-piece molecular cluster, C2H7PS3 overall at a distorted geometry.

```
! RIJCOSX wB97M-V def2-TZVPD def2/J DEFGRID3
* xyz 0 1
C -0.8087 1.4549 -0.5857
C -0.6305 0.6084 0.6530
P 0.4119 -0.8314 0.1722
S -0.2378 -1.9694 -2.4206
S 2.2954 0.0145 0.0783
S 0.3387 -1.8671 2.1509
H 0.2062 1.7451 -1.0961
H -1.4133 1.0237 -1.3944
H -1.1979 2.4762 -0.5769
H -1.5826 -0.0038 0.9843
H -0.2743 1.2491 1.4611
H 2.8172 -0.8502 -1.0020
H 0.0756 -3.0501 1.5760
*
```

Summary:
- Energy relative to the best compared isomer or geometry (same formula, charge and spin): 73.6 kcal per mole
- HOMO-LUMO gap (spin up / spin down): 7.0111 / 7.0113 eV



Density functional theory data (ωB97M-V/def2-TZVPD) for a 8-piece molecular cluster, C29H57O25P overall at a distorted geometry.

```
! RIJCOSX wB97M-V def2-TZVPD def2/J DEFGRID3
* xyz 0 1
C 47.6122 -16.6780 -10.3411
C 47.2068 -17.9191 -11.1141
O 45.8740 -17.7554 -11.5710
P 45.3204 -18.3830 -12.9079
O 46.1505 -18.1533 -14.0992
O 45.0615 -19.9089 -12.4775
C 44.1222 -20.1839 -11.4253
C 44.6020 -21.3457 -10.5755
O 43.8366 -17.8168 -13.0284
C 43.6153 -16.4342 -13.2190
C 42.9470 -15.7686 -12.0114
H 47.0927 -16.6053 -9.3827
H 48.6804 -16.6313 -10.1286
H 47.4284 -15.7212 -10.8375
H 47.8963 -18.1330 -11.9318
H 47.2887 -18.7417 -10.3973
H 43.9895 -19.3320 -10.7551
H 43.1888 -20.4056 -11.9420
H 44.5463 -22.2639 -11.1633
H 45.6536 -21.1672 -10.3436
H 44.0287 -21.4864 -9.6636
H 44.5271 -15.8710 -13.4343
H 42.9521 -16.3237 -14.0777
H 41.9436 -16.1867 -11.8891
H 43.4721 -15.9533 -11.0740
H 42.7969 -14.6976 -12.1415
C 50.0818 -21.3643 -9.4343
C 49.6932 -22.0612 -10.7220
C 50.8114 -22.5367 -11.6354
O 50.3768 -23.8285 -12.0464
C 49.4426 -24.3000 -11.2151
O 48.9834 -25.4019 -11.2111
O 49.1497 -23.3499 -10.3033
H 51.0135 -21.8107 -9.0796
H 49.3318 -21.4438 -8.6525
H 50.2959 -20.3040 -9.5791
H 48.8445 -21.6215 -11.2510
H 51.7774 -22.6638 -11.1524
H 50.8005 -21.8407 -12.4748
C 50.4695 -14.3041 -8.2744
C 50.6654 -15.5579 -7.4334
C 49.7412 -15.6271 -6.2379
O 49.4222 -17.0417 -6.2233
C 49.5621 -17.5385 -7.4759
O 49.2433 -18.6659 -7.7138
O 50.1500 -16.6271 -8.2559
H 49.4060 -14.1226 -8.4394
H 50.9741 -14.3498 -9.2385
H 50.8536 -13.4188 -7.7627
H 51.7229 -15.7026 -7.2117
H 48.8232 -15.0702 -6.4370
H 50.1237 -15.3953 -5.2499
C 49.4382 -13.3616 -11.8344
O 50.0045 -14.6183 -12.1605
C 51.3169 -14.7098 -12.0324
O 52.0334 -13.7941 -11.7057
O 51.7165 -15.9179 -12.3659
C 53.1197 -16.1377 -12.3687
H 49.8507 -12.5301 -12.4044
H 49.5711 -13.0997 -10.7842
H 48.3759 -13.4498 -12.0418
H 53.6679 -15.7746 -11.4991
H 53.5745 -15.7100 -13.2605
H 53.2380 -17.2191 -12.3558
C 57.3048 -11.8557 -7.0912
O 56.2134 -11.3676 -7.8500
C 55.3956 -12.2026 -8.4221
O 55.4194 -13.4093 -8.2989
O 54.4897 -11.5417 -9.1270
C 53.3212 -12.2829 -9.4880
H 57.7483 -11.0153 -6.5682
H 58.0787 -12.2579 -7.7473
H 57.0101 -12.6484 -6.4082
H 52.9897 -12.8090 -8.5916
H 53.5647 -12.9993 -10.2630
H 52.5471 -11.6064 -9.8340
C 51.8892 -11.4068 -3.9666
O 53.1759 -11.8937 -4.2793
C 53.2583 -13.1193 -4.7998
O 52.3662 -13.8660 -5.0924
O 54.5538 -13.4182 -4.8432
C 54.9074 -14.6897 -5.3112
H 51.2467 -11.5214 -4.8433
H 51.9394 -10.3629 -3.6670
H 51.4149 -11.9139 -3.1210
H 54.6360 -15.4838 -4.6055
H 55.9917 -14.7408 -5.3924
H 54.4425 -14.9710 -6.2573
C 48.5316 -23.3137 -2.4371
O 49.6054 -22.5179 -2.9141
C 49.4342 -21.8679 -4.0596
O 48.4064 -21.7108 -4.6456
O 50.6456 -21.4374 -4.4229
C 50.6695 -20.6985 -5.6450
H 48.8815 -23.8085 -1.5355
H 48.3252 -24.0807 -3.1867
H 47.6003 -22.7925 -2.2212
H 51.6691 -20.2884 -5.7640
H 49.9464 -19.8867 -5.6993
H 50.4462 -21.3824 -6.4642
C 52.6116 -17.4708 -4.8434
O 53.4876 -17.6555 -5.9559
C 54.5765 -18.3781 -5.8237
O 54.9217 -18.9899 -4.8575
O 55.2301 -18.2922 -6.9896
C 56.5745 -18.7570 -7.0321
H 52.2149 -18.4187 -4.4831
H 51.8389 -16.7480 -5.0656
H 53.2375 -17.0827 -4.0362
H 56.7931 -19.2234 -7.9916
H 56.7922 -19.5699 -6.3372
H 57.1753 -17.8686 -6.8549
*
```

Summary:
- SMILES string: CCOP(=O)(OCC)OCC.C[C@H]1COC(=O)O1.C[C@H]1COC(=O)O1.COC(=O)OC.COC(=O)OC.COC(=O)OC.COC(=O)OC.COC(=O)OC
- HOMO-LUMO gap: 10.6840 eV



Density functional theory data (ωB97M-V/def2-TZVPD) for C20H38BrN3O2PSe3TeV as an isolated structure at a distorted geometry.

```
! RIJCOSX wB97M-V def2-TZVPD def2/J DEFGRID3
* xyz -1 2
V 0.5322 0.4160 0.2145
C -5.9141 1.9191 3.8482
C -4.6237 2.3886 4.5383
C -4.8510 3.8098 5.0605
C -4.3166 1.4802 5.7386
C -3.4816 2.3028 3.5363
C -3.1540 1.0671 2.9908
C -2.1425 0.9762 2.0673
Br -1.7611 -0.7380 1.2945
C -1.3645 2.0726 1.6149
O -0.4338 1.9189 0.7526
C -1.7036 3.3355 2.1919
C -2.7413 3.4011 3.1081
C -0.9483 4.6330 1.8845
C 0.2156 4.4858 0.9016
C -0.3618 5.1735 3.2003
C -1.9225 5.6719 1.2987
H -6.7629 1.9695 4.5295
H -5.8109 0.8946 3.5039
H -6.1215 2.5505 2.9865
H -5.6839 3.8152 5.7626
H -5.0951 4.4894 4.2478
H -3.9708 4.1796 5.5803
H -5.1151 1.5335 6.4784
H -3.3850 1.7881 6.2087
H -4.2127 0.4470 5.4220
H -3.6764 0.1640 3.2663
H -2.9865 4.3654 3.5228
H 0.9310 3.7359 1.2350
H 0.7429 5.4348 0.8134
H -0.1349 4.2049 -0.0887
H 0.3200 4.4418 3.6261
H -1.1410 5.3808 3.9286
H 0.1884 6.0953 3.0182
H -2.3770 5.2957 0.3846
H -1.3918 6.5938 1.0634
H -2.7177 5.9099 2.0003
Se 2.2804 1.7013 -0.9115
Se 4.2636 0.4942 -0.6219
Te 4.1379 -0.1031 1.8326
Se 1.7611 -0.9941 1.6212
C -1.8532 -0.3015 -5.2960
N -1.7415 -0.5719 -3.8857
C -2.8655 -1.2606 -3.3032
P -0.7258 0.3525 -2.9039
O -1.1526 0.2347 -1.5041
N 0.8394 -0.1737 -3.1366
C 1.2262 -1.3389 -2.3620
C 1.4812 -0.1028 -4.4266
N -0.8339 1.9046 -3.5978
C -2.1534 2.4406 -3.3041
C 0.1903 2.8665 -3.2430
H -1.7699 -1.2296 -5.8725
H -1.0652 0.3831 -5.5958
H -2.8200 0.1610 -5.5392
H -2.9399 -2.2703 -3.7135
H -3.8073 -0.7336 -3.4981
H -2.7121 -1.3186 -2.2302
H 0.7115 -1.3228 -1.3881
H 2.3055 -1.3094 -2.1763
H 0.9829 -2.2756 -2.8745
H 1.1358 0.7794 -4.9579
H 1.2805 -0.9919 -5.0382
H 2.5615 -0.0206 -4.2739
H -2.9183 1.7090 -3.5563
H -2.3114 3.3376 -3.9050
H -2.2692 2.7009 -2.2446
H 1.1770 2.4522 -3.4284
H 0.1380 3.1587 -2.1864
H 0.0500 3.7595 -3.8564
*
```

Summary:
- Energy relative to the best compared isomer or geometry (same formula, charge and spin): 23.0 kcal per mole
- HOMO-LUMO gap (spin up / spin down): 5.9519 / 5.1890 eV



Density functional theory data (ωB97M-V/def2-TZVPD) for one molecule with the formula C3H4N2 at a distorted geometry.

```
! RIJCOSX wB97M-V def2-TZVPD def2/J DEFGRID3
* xyz 0 1
C -0.2787 0.8283 -2.4944
C -1.3649 -0.1592 1.0061
C 0.4918 0.4310 -0.1973
N 0.0642 0.4912 -1.3770
N -0.1174 -0.3219 0.8263
H 0.0033 0.1315 -3.1914
H -1.7528 -0.8354 1.8801
H 1.4564 0.9188 0.0317
H 0.6985 -0.8950 1.3790
*
```

Summary:
- Energy relative to the best compared isomer or geometry (same formula, charge and spin): 131.5 kcal per mole
- HOMO-LUMO gap: 8.8202 eV



Density functional theory data (ωB97M-V/def2-TZVPD) for C8H24KO14PV as an isolated structure at a distorted geometry.

```
! RIJCOSX wB97M-V def2-TZVPD def2/J DEFGRID3
* xyz -1 1
K -0.1002 0.6819 -0.7643
O -0.1864 5.4721 0.4290
V -0.0174 4.0014 1.0583
O -1.1468 3.1293 0.3041
P 2.4220 2.7483 -1.0633
O 1.8054 2.6693 -2.4904
O 3.2635 1.4126 -1.1898
O 1.4741 2.9347 0.1460
O 3.6301 3.7190 -1.1449
C -0.3726 -0.1584 2.5888
C -1.2103 -0.1600 3.8568
O -0.4692 0.2858 4.9974
O -0.0331 1.1687 2.2196
H -0.7485 -0.7857 1.7789
H 0.5242 -0.7353 2.8637
H -1.5205 -1.1889 4.0348
H -2.0625 0.5269 3.7959
H -0.1835 1.1956 4.8896
H 0.0287 1.7003 3.0148
C -1.6290 1.4176 -4.8215
C -1.9822 2.4545 -3.7846
O -1.1440 2.3103 -2.6630
O -0.2711 1.6093 -5.2059
H -2.2146 1.3860 -5.7402
H -1.7094 0.3986 -4.4054
H -3.0186 2.4225 -3.4361
H -1.7917 3.4262 -4.2522
H -0.3509 2.8880 -2.7033
H 0.2598 1.5421 -4.3957
C 3.3727 -1.4095 0.3897
C 2.9221 -2.3757 1.4444
O 2.6676 -1.6986 2.6776
O 2.4340 -0.4565 0.0572
H 3.6703 -2.0386 -0.4748
H 4.3421 -0.9632 0.6616
H 3.7859 -3.0362 1.5976
H 2.0245 -2.9278 1.1457
H 2.6037 -2.3054 3.4185
H 2.8686 0.2766 -0.5675
C -2.4680 -2.5579 0.2878
C -1.6459 -3.8158 0.2174
O -2.1402 -4.8143 1.1161
O -1.8208 -1.6079 -0.5718
H -2.5718 -2.1012 1.2763
H -3.4950 -2.7339 -0.0548
H -0.6008 -3.6446 0.4653
H -1.6876 -4.1984 -0.8068
H -3.0362 -5.0064 0.8219
H -2.4704 -1.0574 -1.0185
*
```

Summary:
- HOMO-LUMO gap: 2.9844 eV



Density functional theory data (ωB97M-V/def2-TZVPD) for C39H53ClHfOP4 as an isolated structure at a distorted geometry.

```
! RIJCOSX wB97M-V def2-TZVPD def2/J DEFGRID3
* xyz 2 1
P 2.4781 3.7714 -1.2335
C 2.4644 4.3247 -2.9349
C 2.1758 5.6667 -3.2515
H 1.8559 6.3615 -2.4739
C 2.3156 6.1119 -4.5671
H 2.0977 7.1550 -4.8056
C 2.7356 5.2228 -5.5618
H 2.8366 5.5707 -6.5909
C 3.0175 3.8863 -5.2486
H 3.3512 3.1961 -6.0235
C 2.8790 3.4316 -3.9383
H 3.0993 2.3978 -3.6683
C 1.6450 5.0524 -0.2678
C 0.2921 5.3125 -0.5436
H -0.1889 4.8439 -1.4066
C -0.4260 6.1827 0.2756
H -1.4855 6.3494 0.0805
C 0.2224 6.8496 1.3190
H -0.3366 7.5461 1.9438
C 1.5761 6.6255 1.5704
H 2.0903 7.1555 2.3730
C 2.2934 5.7141 0.7921
H 3.3568 5.5477 0.9881
C 4.1811 3.6894 -0.6460
C 5.0820 4.6886 -1.0675
H 4.7475 5.4814 -1.7405
C 6.4045 4.6673 -0.6204
H 7.0952 5.4470 -0.9449
C 6.8362 3.6433 0.2296
H 7.8759 3.6096 0.5571
C 5.9446 2.6518 0.6521
H 6.2740 1.8473 1.3118
C 4.6149 2.6809 0.2276
H 3.9129 1.9104 0.5480
Hf 0.2092 0.2251 -0.2257
C -0.4050 0.6446 2.0707
C 0.0970 1.7534 2.6484
H -1.0387 -0.0130 2.6922
C 0.9643 2.6815 1.7987
O 2.2646 2.7644 2.4448
H 2.8643 3.3370 1.9295
C 1.0418 2.0725 0.4716
H 0.5034 3.6903 1.7260
C 1.4987 2.1047 -0.7554
Cl 0.4028 -0.4829 -2.5167
P 2.0652 -1.4830 0.5145
P -2.1817 1.1781 -0.8128
C 2.1999 -3.0313 -0.4482
H 2.1627 -2.8003 -1.5188
H 1.3654 -3.7042 -0.2163
H 3.1494 -3.5265 -0.2019
C 3.7412 -0.7901 0.3474
H 3.9675 -0.1433 1.2057
H 3.8004 -0.1882 -0.5694
H 4.4770 -1.6056 0.2959
C 2.0652 -2.1349 2.2199
H 1.1724 -2.7474 2.3989
H 2.0593 -1.2958 2.9277
H 2.9629 -2.7496 2.3808
C -3.3865 0.0851 -1.6478
H -3.7585 -0.6798 -0.9542
H -2.9144 -0.4172 -2.5016
H -4.2305 0.6942 -2.0021
C -3.2119 1.9164 0.4976
H -2.6806 2.7632 0.9511
H -3.3943 1.1695 1.2813
H -4.1712 2.2549 0.0802
C -2.0175 2.5431 -2.0101
H -1.2382 2.2966 -2.7436
H -1.7324 3.4650 -1.4877
H -2.9759 2.6911 -2.5278
P -0.1484 2.3148 4.3680
C -1.4274 1.3636 5.1583
C -0.6083 4.0521 4.2337
H -1.1470 0.3059 5.1891
H -2.3756 1.4723 4.6219
H -1.5622 1.7224 6.1855
H 0.2121 4.6336 3.7894
H -0.8358 4.4578 5.2298
H -1.4983 4.1445 3.5945
C 1.4158 2.1788 5.2300
H 1.7666 1.1419 5.1748
H 1.3008 2.4708 6.2822
H 2.1509 2.8224 4.7352
H 1.4344 1.3761 -1.5994
C -1.1071 -1.7100 0.4831
C -1.1556 -3.1019 -0.0652
C -0.9276 -4.1874 0.8097
C -0.9438 -5.4953 0.3405
C -1.1816 -5.7545 -1.0136
C -1.4178 -4.6893 -1.8891
C -1.4216 -3.3743 -1.4234
H -2.0933 -1.2244 0.3508
H -0.9174 -1.7657 1.5667
H -0.7638 -3.9767 1.8705
H -0.7805 -6.3122 1.0430
H -1.1911 -6.7800 -1.3781
H -1.6148 -4.8856 -2.9443
H -1.6200 -2.5416 -2.1033
*
```

Summary:
- Energy relative to the best compared isomer or geometry (same formula, charge and spin): 6.7 kcal per mole
- HOMO-LUMO gap: 6.0586 eV



Density functional theory data (ωB97M-V/def2-TZVPD) for C21H31ClO10P4V as an isolated structure at a distorted geometry.

```
! RIJCOSX wB97M-V def2-TZVPD def2/J DEFGRID3
* xyz -2 2
V -0.1235 -0.9976 0.2489
C -1.5756 1.4299 2.9141
P -0.6694 1.0154 1.3292
C 0.7370 2.1958 1.4840
C -1.8407 1.9541 0.2625
C -2.0232 3.3283 0.3538
C -2.9719 3.9716 -0.4216
C -3.7662 3.2397 -1.2891
C -3.5820 1.8728 -1.3959
C -2.6211 1.2216 -0.6369
P -2.2585 -0.5704 -0.7982
C -3.8451 -1.1989 -0.0646
C -2.5792 -0.7591 -2.6024
H -1.9307 2.4610 2.8928
H -0.9188 1.2822 3.7664
H -2.4284 0.7582 3.0061
H 0.4471 3.1692 1.8788
H 1.1577 2.2971 0.4862
H 1.4818 1.7451 2.1391
H -1.4200 3.9176 1.0315
H -3.0964 5.0458 -0.3499
H -4.5127 3.7377 -1.8973
H -4.1949 1.3117 -2.0879
H -4.7225 -0.7381 -0.5228
H -3.8180 -0.9759 1.0025
H -3.8772 -2.2778 -0.1866
H -3.6370 -0.6535 -2.8506
H -2.2350 -1.7443 -2.9043
H -1.9932 0.0057 -3.1111
O -0.1439 -4.2816 2.7155
P -0.9830 -3.6574 1.4634
O -2.2115 -4.4811 1.2396
O -1.1440 -2.1994 1.6932
O 0.0872 -3.9748 0.2873
P -0.2683 -3.4964 -1.2556
O -1.8792 -3.2956 -1.1395
O 0.0516 -4.6070 -2.1743
O 0.3878 -2.1719 -1.4549
H -0.1043 -5.2257 2.5831
H -2.1436 -3.8144 -0.3508
C 1.7519 -0.1257 -4.0393
C 1.9462 0.6737 -2.7440
C 2.8218 1.9058 -2.9870
O 2.5759 -0.1186 -1.7632
C 0.5287 1.1441 -2.2723
O -0.0865 1.9334 -2.9971
O 0.1244 0.6880 -1.1709
H 2.7203 -0.4031 -4.4558
H 1.1979 0.4750 -4.7572
H 1.1931 -1.0334 -3.8155
H 3.7566 1.6256 -3.4733
H 3.0479 2.3724 -2.0310
H 2.2858 2.6168 -3.6105
H 1.9131 -0.7704 -1.4737
Cl 0.6314 -0.8844 3.6545
C 2.2704 -0.4578 3.2461
C 3.0691 0.1951 4.1562
C 4.3606 0.5636 3.8021
C 4.8068 0.2934 2.5116
C 3.9993 -0.3517 1.6026
C 2.6946 -0.7843 1.9360
C 1.8689 -1.5577 1.0654
H 2.6848 0.4073 5.1431
H 5.0037 1.0528 4.5234
H 5.8163 0.5790 2.2318
H 4.3574 -0.5531 0.6025
H 1.3929 -2.3740 1.6116
H 2.4328 -1.9547 0.2174
*
```

Summary:
- Energy relative to the best compared isomer or geometry (same formula, charge and spin): 5.6 kcal per mole
- HOMO-LUMO gap (spin up / spin down): 5.8462 / 5.1746 eV



Density functional theory data (ωB97M-V/def2-TZVPD) for C17H16N6O2PdS5 as an isolated structure.

```
! RIJCOSX wB97M-V def2-TZVPD def2/J DEFGRID3
* xyz -2 1
Pd 0.9600 0.3369 1.2640
C -4.2246 -3.2539 0.4660
N -3.9751 -1.9202 0.9438
C -4.9082 -1.0688 1.5094
C -4.2544 0.0677 1.8257
N -2.9338 -0.0921 1.4589
C -2.7416 -1.3289 0.9045
S -1.3601 -2.0043 0.2709
C -1.9378 0.9273 1.6814
C -2.1484 2.1663 1.1274
C -1.1862 3.1590 1.4116
C -0.1111 2.8302 2.1890
C 0.0214 1.5151 2.7305
N -0.9499 0.5636 2.5046
H -5.2855 -3.4677 0.5937
H -3.6259 -3.9766 1.0219
H -3.9472 -3.3374 -0.5854
H -5.9392 -1.3466 1.6347
H -4.5861 0.9774 2.2910
H -2.9783 2.3398 0.4566
H -1.2688 4.1456 0.9727
H 0.6732 3.5450 2.4032
H 0.6772 1.3370 3.5758
O 6.8945 0.0510 4.9248
C 5.9024 0.0052 4.2144
S 5.5276 1.1683 2.9531
C 4.0129 0.4651 2.3882
C 3.6025 -0.6564 3.0179
S 2.1709 -1.6229 2.7291
S 4.6585 -1.2287 4.3112
S 3.2661 1.3091 1.0393
C 0.2496 0.8857 -5.7253
N 0.7826 0.3136 -4.5094
C 1.9194 -0.4314 -4.5121
C 2.4174 -0.9484 -3.3800
C 1.6881 -0.6611 -2.1569
N 0.5993 0.0795 -2.1458
C 0.0958 0.5893 -3.2983
O -0.9200 1.2672 -3.3812
N 2.1584 -1.1966 -1.0301
H 0.7736 0.4485 -6.5759
H 0.3748 1.9701 -5.7374
H -0.8163 0.6770 -5.7985
H 2.3882 -0.5768 -5.4780
H 3.3213 -1.5374 -3.3802
H 3.0914 -1.5728 -1.0367
H 1.8713 -0.9112 -0.0840
*
```

Summary:
- Energy relative to the best compared isomer or geometry (same formula, charge and spin): 35.6 kcal per mole
- HOMO-LUMO gap: 4.1956 eV